The following is a quantum chemistry calculation of a structure of composition C4H9O2P at a distorted geometry, from the Open Molecules 2025 dataset.

## Properties
- Orbital gap: 9.7 eV
- 2S+1: 1
- Highest occupied orbital energy: -0.3325 Eh
- DFT total energy: -17676.3809 eV
- LUMO: 0.7 eV

The geometry in XYZ format:
```
16
C4H9O2P, DFT ωB97M-V/def2-TZVPD
C -0.860 -2.668 0.381
C -0.187 0.854 -1.391
C -1.216 -0.188 1.201
C 1.379 -0.966 0.018
O -1.288 -1.561 -1.073
O -1.331 -3.671 0.166
P -0.376 -0.607 -0.359
H -1.213 1.154 -1.884
H 0.548 0.703 -2.071
H 0.294 1.805 -0.916
H -1.010 -0.882 1.957
H -2.277 -0.265 1.106
H -0.986 0.865 1.625
H 1.952 -0.981 -1.020
H 1.443 -1.830 0.765
H 1.740 -0.063 0.432
```

***

The following is a quantum chemistry calculation of a structure of composition C4H9O2P at a distorted geometry, from the Open Molecules 2025 dataset.

## Properties
- Orbital gap: 9.8 eV
- 2S+1: 1
- Highest occupied orbital energy: -0.3334 Eh
- DFT total energy: -17674.1233 eV
- LUMO: 0.7 eV

The geometry in XYZ format:
```
16
C4H9O2P, DFT ωB97M-V/def2-TZVPD
C 0.587 -0.118 -1.056
C 1.677 -0.038 -0.060
C 0.033 0.551 1.411
C -0.801 -0.109 0.324
O 1.324 0.782 0.994
O -0.965 -1.474 0.710
P -2.325 0.543 -0.322
H 0.426 0.834 -1.650
H 0.649 -0.982 -1.683
H 1.773 -1.013 0.309
H 2.646 0.325 -0.306
H -0.259 1.673 1.642
H -0.021 -0.309 2.302
H -1.063 -2.077 -0.068
H -2.133 -0.155 -1.661
H -1.547 1.566 -0.887
```

***

The following is a quantum chemistry calculation of a cluster of 2 separate species, C4H9O2S in total at a distorted geometry, from the Open Molecules 2025 dataset.

## Properties
- Orbital gap: 7.2 eV
- 2S+1: 1
- Total charge: -1
- Highest occupied orbital energy: -0.1486 Eh
- DFT total energy: -19225.3842 eV
- LUMO: 3.1 eV

The geometry in XYZ format:
```
16
C4H9O2S, DFT ωB97M-V/def2-TZVPD
C -1.294 -0.202 -1.575
C -0.147 2.265 -0.627
S -1.238 1.564 -1.844
H -0.376 -0.779 -1.686
H -1.720 -0.571 -0.660
H -1.961 -0.569 -2.368
H -0.625 2.847 0.175
H 0.588 2.939 -1.096
H 0.394 1.486 -0.080
C 0.994 -0.658 1.663
C 0.872 -2.084 1.070
O 0.922 -3.020 1.916
O 0.691 -2.183 -0.181
H 0.006 -0.399 2.053
H 1.114 0.033 0.824
H 1.780 -0.667 2.415
```

***

The following is a quantum chemistry calculation of a cluster of 2 separate species, C4H9O3 in total at a distorted geometry, from the Open Molecules 2025 dataset.

## Properties
- Orbital gap: 8.2 eV
- 2S+1: 1
- Total charge: -1
- Highest occupied orbital energy: -0.1571 Eh
- DFT total energy: -10436.4459 eV
- LUMO: 3.9 eV

The geometry in XYZ format:
```
16
C4H9O3, DFT ωB97M-V/def2-TZVPD
C -0.763 -1.263 0.832
C -1.328 -2.697 0.648
O -0.201 -0.949 -0.364
H -1.663 -0.509 1.064
H 0.016 -1.139 1.539
H -0.645 -3.564 0.396
H 0.171 -0.065 -0.466
H -2.223 -2.821 -0.146
H -1.917 -3.013 1.590
C 1.719 2.513 -0.994
C 0.379 2.144 -0.396
O -0.244 1.441 -1.159
O 0.279 2.384 0.817
H 1.627 2.837 -2.105
H 2.447 1.662 -0.987
H 2.345 3.039 -0.267
```

***

The following is a quantum chemistry calculation of a cluster of 2 separate species, C4H9O3 in total at a distorted geometry, from the Open Molecules 2025 dataset.

## Properties
- Orbital gap: 7.4 eV
- 2S+1: 1
- Total charge: -1
- Highest occupied orbital energy: -0.1368 Eh
- DFT total energy: -10436.7330 eV
- LUMO: 3.7 eV

The geometry in XYZ format:
```
16
C4H9O3, DFT ωB97M-V/def2-TZVPD
C 2.356 -0.167 0.455
O 2.832 0.301 1.719
H 2.097 0.667 2.204
H 1.933 0.649 -0.139
H 1.541 -0.851 0.685
H 3.158 -0.582 -0.144
C -2.092 0.117 -0.688
C -0.742 0.962 -0.510
C -1.612 -1.343 -0.079
O -1.068 -1.518 1.015
O -1.960 -2.214 -0.925
H -3.014 0.590 -0.409
H -1.982 -0.131 -1.734
H -0.438 0.881 0.530
H -0.946 2.034 -0.722
H -0.061 0.606 -1.260
```

***

The following is a quantum chemistry calculation of a cluster of 2 separate species, C4H9O3 in total at a distorted geometry, from the Open Molecules 2025 dataset.

## Properties
- Orbital gap: 6.9 eV
- 2S+1: 1
- Total charge: -1
- Highest occupied orbital energy: -0.1285 Eh
- DFT total energy: -10436.3410 eV
- LUMO: 3.4 eV

The geometry in XYZ format:
```
16
C4H9O3, DFT ωB97M-V/def2-TZVPD
C 2.337 0.847 0.839
C 1.623 0.315 2.059
O 3.234 -0.037 0.282
H 1.647 1.118 0.073
H 2.799 1.838 1.126
H 1.739 -0.750 2.190
H 3.825 0.188 -0.534
H 0.465 0.510 2.057
H 2.148 0.825 2.947
C -3.079 0.040 -1.479
C -1.879 -0.390 -0.782
O -1.933 -0.919 0.319
O -0.870 -0.139 -1.448
H -3.833 -0.177 -0.674
H -3.292 -0.739 -2.289
H -2.961 1.071 -1.943
```

***

The following is a quantum chemistry calculation of a cluster of 2 separate species, C4H9O3S in total at a distorted geometry, from the Open Molecules 2025 dataset.

## Properties
- Orbital gap: 7.7 eV
- 2S+1: 1
- Total charge: -1
- Highest occupied orbital energy: -0.1675 Eh
- DFT total energy: -21273.6920 eV
- LUMO: 3.1 eV

The geometry in XYZ format:
```
17
C4H9O3S, DFT ωB97M-V/def2-TZVPD
O -2.063 1.125 -0.240
C -1.490 0.376 -1.050
O -1.006 0.635 -2.183
C -1.210 -1.104 -0.623
C 0.246 -1.359 -0.197
C 0.477 -1.190 1.292
S 2.313 -1.048 1.630
H -1.482 -1.800 -1.416
H -1.852 -1.356 0.241
H 0.559 -2.318 -0.625
H 0.856 -0.641 -0.748
H 0.070 -0.252 1.652
H 0.117 -2.042 1.853
H 2.735 -1.291 0.403
H 0.089 3.056 -1.195
H -0.993 2.865 -0.152
O -0.100 3.261 -0.253
```

***

The following is a quantum chemistry calculation of a cluster of 2 separate species, C4H9O4S in total at a distorted geometry, from the Open Molecules 2025 dataset.

## Properties
- Orbital gap: 6.7 eV
- 2S+1: 1
- Total charge: -1
- Highest occupied orbital energy: -0.1120 Eh
- DFT total energy: -23316.8764 eV
- LUMO: 3.7 eV

The geometry in XYZ format:
```
18
C4H9O4S, DFT ωB97M-V/def2-TZVPD
C -0.228 -1.728 0.585
C -1.480 1.606 0.393
C 1.340 0.218 0.804
C 0.237 -0.454 -0.019
O -0.844 -0.966 -2.281
O 1.259 0.438 -2.059
O -2.443 1.229 1.110
O 1.703 1.443 0.324
S 0.621 -0.842 -1.616
H 0.463 -2.402 0.854
H -0.785 -1.489 1.541
H -0.976 -2.097 -0.030
H -1.811 1.918 -0.633
H -0.473 1.933 0.711
H 0.790 0.470 1.739
H 2.390 -0.342 1.124
H -1.479 -0.301 -1.899
H 1.717 1.368 -0.648
```

***

The following is a quantum chemistry calculation of a cluster of 2 separate species, C4H9S in total at a distorted geometry, from the Open Molecules 2025 dataset.

## Properties
- Orbital gap: 6.8 eV
- 2S+1: 1
- Total charge: -1
- Highest occupied orbital energy: -0.0996 Eh
- DFT total energy: -15129.1963 eV
- LUMO: 4.1 eV

The geometry in XYZ format:
```
14
C4H9S, DFT ωB97M-V/def2-TZVPD
S -0.437 -0.160 2.633
H -0.470 -0.015 4.014
C 1.154 0.777 -0.193
C 0.140 -0.131 -0.721
C 0.451 -1.389 -1.215
C -1.305 0.270 -0.443
H 1.157 1.742 -0.721
H 2.173 0.353 -0.305
H 0.976 0.972 0.912
H -0.371 -1.920 -1.728
H 1.502 -1.742 -1.229
H -2.093 -0.337 -0.963
H -1.477 1.305 -0.715
H -1.401 0.276 0.674
```

***

The following is a quantum chemistry calculation of a cluster of 2 separate species, C4H9S in total, from the Open Molecules 2025 dataset.

## Properties
- Orbital gap: 6.5 eV
- 2S+1: 1
- Total charge: -1
- Highest occupied orbital energy: -0.0935 Eh
- DFT total energy: -15129.5346 eV
- LUMO: 4.0 eV

The geometry in XYZ format:
```
14
C4H9S, DFT ωB97M-V/def2-TZVPD
S -0.897 1.111 2.721
H -0.925 2.035 3.696
C 0.179 -0.511 0.045
C 0.156 -0.068 -1.204
C 0.965 1.114 -1.657
C -0.668 -1.621 0.581
H 0.801 -0.021 0.787
H -0.513 -0.592 -1.883
H 1.804 0.814 -2.294
H 0.350 1.796 -2.248
H 1.353 1.632 -0.783
H -1.078 -2.239 -0.221
H -1.442 -1.185 1.217
H -0.086 -2.265 1.245
```

***

The following is a quantum chemistry calculation of a cluster of 2 separate species, C4H9S in total at a distorted geometry, from the Open Molecules 2025 dataset.

## Properties
- Orbital gap: 5.5 eV
- 2S+1: 1
- Total charge: -1
- Highest occupied orbital energy: -0.0750 Eh
- DFT total energy: -15127.5108 eV
- LUMO: 3.5 eV

The geometry in XYZ format:
```
14
C4H9S, DFT ωB97M-V/def2-TZVPD
C -0.713 2.277 0.183
S -0.341 3.565 1.484
H 0.339 1.891 -0.117
H -1.209 2.926 -0.566
H -1.538 1.515 0.394
C 0.687 -1.414 -1.317
C 0.202 -1.775 0.091
C 0.032 -0.974 1.203
H 0.126 -0.648 -1.815
H 0.614 -2.238 -1.994
H 1.773 -1.153 -1.192
H -0.209 -2.789 0.325
H 0.294 -1.353 2.212
H -0.057 0.171 1.109
```

***

The following is a quantum chemistry calculation of a structure of composition C4HAlO2 at a distorted geometry, from the Open Molecules 2025 dataset.

## Properties
- Orbital gap (spin up / spin down): 7.6 / 6.4 eV
- 2S+1: 2
- <S²>: 0.78
- Total charge: +1
- Highest occupied orbital energy (spin up / spin down): -0.5146 / -0.5090 Eh
- DFT total energy: -14839.9590 eV
- LUMO (spin up / spin down): -6.4 / -7.4 eV

The geometry in XYZ format:
```
8
C4HAlO2, DFT ωB97M-V/def2-TZVPD
O 0.010 -1.443 -0.876
C -2.699 1.067 -0.783
C -1.570 0.540 -0.686
C -0.282 -0.044 -0.674
C 0.588 0.219 0.296
O 1.315 0.682 1.122
Al 1.702 0.491 2.740
H 0.936 -1.512 -1.141
```